(1)
Molecular formula: C4H5NO4S2
Method: DFT, ωB97M-V/def2-TZVPD

## Properties
- Highest occupied orbital energy: -8.367 eV
- Strongest force on any atom: 1.1 eV/Å
- E: -1307.5156 Ha
- Energy above the lowest of the compared OMol25 structures with the same formula, charge and spin: 113.9 kJ/mol

Atoms and positions in Å:
C1 -1.62083 1.94123 -0.15309
C2 -0.36598 1.42064 -0.05943
C3 -1.54651 -0.48369 -0.00061
C4 1.17268 -0.91658 0.06065
N1 -0.34182 0.05398 0.03280
O1 0.74861 2.13866 -0.05370
O2 1.62231 -0.58525 -1.18303
O3 0.88239 -2.08381 0.34426
O4 1.86661 -0.15952 0.96929
S1 -1.91777 -2.15992 0.07460
S2 -2.80739 0.69071 -0.13782
H1 -1.89965 2.96914 -0.22905
H2 1.51402 1.54746 0.05458
H3 1.49794 -1.33601 -1.77477
H4 -0.58788 -2.47100 0.21058
H5 1.78325 -0.56603 1.84472

Atom charges from the Mulliken analysis, given in e for atoms 1 to 4: atom 1 (C): -0.28, atom 2 (C): 0.11, atom 3 (C): 0.57, atom 4 (C): 0.55

(2)
Molecular formula: C3H7N3
Method: DFT, ωB97M-V/def2-TZVPD

## Properties
- Highest occupied orbital energy (alpha / beta): -7.311 / -7.313 eV
- Strongest force on any atom: 6.2 eV/Å
- E: -282.5722 Ha
- SMILES string: N=C=NN.C=C
- Energy above the lowest of the compared OMol25 structures with the same formula, charge and spin: 530.6 kJ/mol

Atoms and positions in Å:
N1 -0.66466 -1.51180 -1.32571
C1 0.14204 -0.93314 -0.56308
N2 0.66797 -1.03938 0.59380
N3 0.11204 -1.79286 1.55826
H1 -1.02526 -1.05981 -2.15238
H2 0.60329 -1.71127 2.43638
H3 -0.43954 -2.59298 1.25733
C2 0.67413 1.56958 -0.45252
C3 -0.47399 2.06994 -0.06372
H4 0.68523 0.42216 -1.04872
H5 1.63042 2.06566 -0.50749
H6 -0.58552 3.10790 0.22352
H7 -1.32615 1.40599 0.04433

Atom charges from the Mulliken analysis, given in e for atoms 1 to 4: atom 1 (N): -0.62, atom 2 (C): 0.63, atom 3 (N): -0.29, atom 4 (N): -0.46

(3)
Molecular formula: C3H8NS
Method: DFT, ωB97M-V/def2-TZVPD

## Properties
- Charge: +1
- Highest occupied orbital energy: -11.276 eV
- Strongest force on any atom: 4.1 eV/Å
- E: -571.6908 Ha
- Energy above the lowest of the compared OMol25 structures with the same formula, charge and spin: 208.6 kJ/mol

Atoms and positions in Å:
C1 -0.15419 0.07955 -3.38928
C2 -0.71178 0.34121 2.82004
C3 0.66034 0.62064 3.34008
N1 -0.28225 -1.15378 -3.73507
S1 -1.08627 -0.19746 1.39819
H1 -0.99796 0.71876 -3.29251
H2 0.67989 0.34991 -2.67918
H3 -1.50390 0.67877 3.66014
H4 1.43591 0.84245 2.43575
H5 1.14180 -0.14039 4.00438
H6 0.56853 1.60945 3.98058
H7 0.42614 -1.84299 -3.79955
H8 -1.11067 -1.40326 -4.27314

Atom charges from the Mulliken analysis, given in e for atoms 1 to 4: atom 1 (C): -0.04, atom 2 (C): 0.03, atom 3 (C): -0.74, atom 4 (N): -0.13

(4)
Molecular formula: C4H9NO2
Method: DFT, ωB97M-V/def2-TZVPD

## Properties
- Highest occupied orbital energy: -9.878 eV
- Strongest force on any atom: 3.8 eV/Å
- E: -363.0118 Ha
- SMILES string: C[C@H](N)CC(=O)O
- Energy above the lowest of the compared OMol25 structures with the same formula, charge and spin: 193.7 kJ/mol

Atoms and positions in Å:
C1 1.45718 0.94707 -0.64578
C2 0.26219 0.39535 0.17381
N1 0.84175 -0.87273 0.83112
C3 -0.90514 0.04098 -0.66866
C4 -1.80842 -0.89877 0.14257
O1 -1.79332 -2.11762 0.14084
O2 -2.42935 0.00705 1.06762
H1 1.57719 0.32739 -1.58177
H2 2.37769 0.79397 -0.02207
H3 1.40008 1.98178 -0.93359
H4 0.00857 1.04982 1.07331
H5 1.25091 -1.41727 0.02891
H6 1.66030 -0.55842 1.36005
H7 -1.59559 0.75754 -1.16811
H8 -0.59714 -0.60083 -1.51051
H9 -1.70689 0.16469 1.71225

Atom charges from the Mulliken analysis, given in e for atoms 1 to 4: atom 1 (C): -1.36, atom 2 (C): -0.02, atom 3 (N): -0.61, atom 4 (C): -0.39